No. 1
27
Properties=species:S:1:pos:R:3:forces:R:3:nbo_charge:R:1 method="wB97M-V/def2-TZVPD" molar_mass_g_mol=169.23 e_lumo_ev=0.782 largest_force_ev_per_a=8.9 total_charge=0 orbital_gap_ev=9.811 relative_energy_kcal_mol=50.1 smiles="CC(C)[C@@H]1N=CNC(=O)N[C@H]1C"
C 0.225529 0.297731 1.468605 2.35 -7.66 -3.85 -0.02
H -1.360743 -2.196091 -2.201155 -0.96 -1.36 -1.46 0.20
C -0.918287 1.841543 -1.136448 -1.76 -4.16 0.37 -0.60
N -1.654191 -2.271447 -0.033462 0.24 -0.34 -0.39 -0.65
H -2.209689 -3.132514 0.026188 0.36 0.73 -0.03 0.42
H -0.959027 2.650178 -1.724938 -0.31 3.61 -1.53 0.21
N -0.258060 -0.918495 -1.226361 0.84 1.71 -0.17 -0.49
C -1.304326 -1.891192 1.313490 -2.86 -1.68 -0.04 0.78
H 0.936842 1.981497 -0.280926 1.43 1.74 1.44 0.19
H 1.416855 -0.380710 -0.306079 0.62 -0.18 0.41 0.21
H 1.208249 0.161159 3.291274 0.59 0.86 0.86 0.21
C 0.420823 0.018519 -0.221161 0.15 -0.53 -0.04 -0.04
H -1.402665 1.052473 -1.794013 0.14 0.73 0.85 0.21
H 1.885319 -1.113371 2.398131 -0.96 1.33 -1.10 0.23
H -1.465329 1.855856 -0.190457 -0.20 0.52 -0.24 0.20
N -0.609314 -0.846068 1.830121 -2.22 -0.55 3.94 -0.64
H -0.904088 -0.964448 2.926782 1.26 0.57 -3.43 0.42
H -0.238326 1.164379 1.663422 -1.42 3.27 0.74 0.19
O -1.937860 -2.622292 2.116318 1.34 0.91 -0.49 -0.69
H 2.285485 1.089174 -1.936091 0.27 -0.26 -0.37 0.20
C 0.449765 1.358312 -0.940830 0.23 -1.59 -1.47 -0.23
H 1.306071 2.263667 -2.722061 -0.09 1.02 -0.31 0.20
H 0.935714 0.605053 -2.998335 -0.25 -0.42 0.12 0.22
C 1.545291 -0.022982 2.289858 0.61 0.11 -1.32 -0.63
H 2.449062 0.550726 1.904579 -1.19 -0.30 1.00 0.22
C 1.268160 1.309602 -2.252957 0.24 -0.20 1.30 -0.60
C -1.111261 -1.840258 -1.263493 1.56 2.12 5.20 0.27

***

No. 2
153
Properties=species:S:1:pos:R:3:forces:R:3:lowdin_charge:R:1 method="wB97M-V/def2-TZVPD" s_squared=0.755 molar_mass_g_mol=900.17 e_lumo_ev="-2.246 / -7.341" largest_force_ev_per_a=6.1 total_charge=+1 multiplicity=2 orbital_gap_ev="7.638 / 2.543"
C 0.648398 5.592375 1.530832 1.33 1.12 -1.53 -0.15
O 4.289084 4.011262 -5.793463 0.63 0.94 0.79 -0.20
C -0.091662 4.017536 -3.901193 -0.56 -0.65 0.07 -0.07
H 2.358039 4.341319 0.029830 0.07 0.17 0.49 0.09
H -0.103087 -0.112551 4.378989 0.25 0.03 -0.48 0.06
C 0.208890 -5.086032 -2.215394 0.54 1.45 1.17 -0.09
H -1.698446 2.631001 -0.734135 0.73 0.48 0.20 0.09
H -1.817595 3.069206 3.551402 0.04 0.60 0.19 0.06
C -0.675168 4.946268 1.059995 -1.51 -0.12 -0.42 -0.09
H 2.844016 5.440792 -6.415637 -0.37 -0.56 -0.24 0.07
H 5.766207 -4.540139 2.920833 0.15 0.32 -0.11 0.11
H -9.221719 -7.683584 2.235300 0.50 -0.75 -0.30 0.09
C -8.288216 -7.309137 2.655375 -0.23 0.42 0.54 -0.10
H 1.925282 1.647777 -1.772965 0.37 -0.18 -0.34 0.06
H 5.841581 1.858501 -5.440428 0.06 0.20 0.07 0.12
C 4.978948 -5.192925 3.297917 -0.49 0.50 -2.29 -0.21
N -0.505992 0.439547 5.122605 -4.49 -3.05 -2.86 0.15
C -2.490849 0.732063 -2.279174 -0.26 -0.30 -0.80 -0.22
H 2.056780 -3.327222 1.116138 0.25 0.49 -0.56 0.09
H -4.470713 -5.034567 0.245850 -0.03 0.34 -0.34 0.11
H -3.292920 -2.231766 0.442447 -0.80 0.35 -0.20 0.07
H 5.832294 -7.422070 4.506718 -0.11 -0.18 0.11 0.08
H -8.585313 -6.990563 3.654543 0.35 -0.37 0.56 0.08
C 4.949012 1.606074 -6.012885 -0.35 0.71 1.10 -0.18
H -1.968779 -2.029616 -0.558020 0.33 0.20 -0.34 0.06
H 0.788423 3.502033 -4.285644 -0.16 0.03 -0.10 0.10
H -1.312646 -3.089759 3.513010 -1.47 0.16 0.27 0.08
H -2.052137 -4.333277 0.080758 0.42 0.23 0.07 0.09
H 1.715549 -3.458332 -1.178191 -0.06 0.25 -0.35 0.08
H 1.689676 -4.976283 1.098485 -0.50 -0.25 -0.30 0.11
N 1.497373 -0.231682 0.910055 3.92 -1.69 -1.68 0.17
H 5.012304 -0.513668 -1.648110 -0.08 0.10 -0.17 0.09
H -5.320631 -8.403009 3.348578 0.15 -0.12 -0.29 0.13
O -1.249689 5.467979 4.210795 -0.52 2.86 -1.22 0.03
C 0.545703 -0.017244 1.786095 -0.10 -0.35 -1.44 -0.75
H -1.426959 0.080841 5.330549 0.07 0.16 0.53 0.13
H 0.382029 6.350870 2.266942 0.35 -0.09 0.09 0.12
H -2.042358 1.040989 -3.223384 -0.77 0.38 -0.45 0.11
C 0.239201 0.879591 6.076388 -1.20 1.69 4.35 -0.76
C 2.015104 5.269620 -0.427062 -0.76 0.03 -0.42 -0.06
N 1.361610 1.287115 5.527439 4.41 1.34 0.13 0.16
H -8.132542 -6.344340 2.172634 0.72 -0.14 -0.56 0.08
H 2.788779 -1.341588 -4.642490 -0.61 0.25 0.43 0.12
O -3.751588 -1.332716 -1.471649 0.87 0.59 3.46 -0.19
O 1.165009 1.819630 -1.217365 0.27 0.31 0.56 -0.04
H 4.274684 5.203196 -7.458852 0.03 0.54 -0.04 0.08
H 0.587545 -4.620845 -3.125524 0.13 0.00 -0.05 0.08
H -2.890627 6.478625 1.858951 0.29 -0.21 0.15 0.15
C 3.565156 -1.304403 -3.878325 1.57 1.68 0.19 -0.19
C 6.164687 -7.310635 3.474636 -0.08 0.66 0.35 -0.09
C -5.376530 -7.236303 1.502286 1.03 -0.94 -1.24 -0.22
H -0.532185 -5.834076 -2.497061 0.79 -0.81 0.39 0.09
H -1.122996 -2.615642 1.886037 0.00 -0.01 -0.35 0.06
H -4.176684 -0.450190 -3.149930 0.30 0.51 -0.27 0.13
H 2.100194 1.464846 6.193035 0.18 0.02 -0.22 0.13
H -1.148402 7.550801 -2.219108 0.19 -0.19 0.03 0.07
H -2.565614 -1.230954 -3.083117 0.16 0.15 -0.47 0.11
O 1.384813 6.212385 0.478906 0.07 -0.54 -0.12 -0.16
H -6.059291 -6.698381 0.844584 -0.57 0.74 0.54 0.11
H 5.336515 0.046446 -3.652649 -0.08 -0.19 0.01 0.10
H 0.227402 4.844928 -3.267371 0.07 0.17 0.11 0.07
N 4.013417 0.915593 -5.048260 0.68 -0.16 -0.51 -0.05
H 1.774354 0.478442 0.247411 -0.05 -0.43 -0.04 0.07
H -0.372300 -4.355198 -1.653067 -0.23 0.47 -0.34 0.06
C -3.646454 -5.698773 0.505692 -0.15 -0.41 1.66 -0.17
H 4.883249 3.129233 -7.589173 0.73 0.12 0.10 0.11
C -2.027244 8.159546 -2.006599 -0.76 -0.25 0.03 -0.10
H -3.305716 8.786095 0.914383 0.50 -0.06 0.46 0.14
H -3.485763 -6.436670 -0.280302 0.62 0.75 -0.65 0.12
H -0.415569 -4.018529 2.628817 -0.24 -1.40 -1.09 0.08
N -1.540613 5.926536 0.303784 2.59 -0.19 3.54 0.21
H -1.042367 1.302227 1.699305 0.17 -0.08 0.05 0.06
C -0.738779 4.478946 4.664972 -2.64 -2.93 -1.75 -0.77
O 0.378545 -0.770839 2.703064 -0.92 -1.08 2.85 0.04
C 3.917299 5.251187 -6.430229 0.08 -0.98 0.24 -0.08
H -2.506437 -0.649981 0.352285 -0.59 0.69 -0.48 0.06
H 3.141393 -4.372954 -1.475109 0.20 -0.64 0.31 0.11
O -0.122627 1.145398 7.240806 0.79 -0.53 -1.56 0.03
H -3.057242 1.219978 2.985466 -0.12 -0.35 0.29 0.07
O 0.216752 -1.368465 -2.159865 -0.60 -0.03 -0.20 -0.04
N -3.311344 1.762036 -1.639499 0.55 0.25 -1.62 -0.03
H 4.295697 6.102142 -5.863854 0.65 -0.28 -0.10 0.08
H -3.815878 7.481931 0.006031 0.06 -0.11 -1.07 0.13
O -2.785507 1.776937 2.255950 0.05 0.19 -0.12 -0.05
H 3.826537 -2.348220 -3.704461 0.87 -0.01 -0.27 0.12
H -1.535293 0.566473 -1.781588 0.01 -0.60 0.98 0.08
H -1.975297 9.048385 -2.635379 -0.14 -0.15 -0.08 0.10
H -3.104239 3.691548 -0.795077 -0.23 -0.04 0.15 0.11
N -4.061193 -6.590859 1.604205 -0.37 0.44 1.08 -0.08
C 4.638564 -0.289938 -4.419339 -0.46 -0.80 -1.14 -0.19
H -5.279674 -8.149549 0.915181 0.32 -0.37 0.02 0.12
H -5.876135 -6.783500 3.497504 -0.81 0.23 0.46 0.12
C 2.224688 -4.376562 -0.885398 -2.96 0.50 -0.73 -0.15
N 3.737617 -4.602584 1.104305 -0.69 0.62 2.15 -0.05
H 3.355141 2.758970 -6.983902 -0.38 -0.81 -0.19 0.11
H 0.516144 5.259952 5.892178 0.12 -0.33 0.37 0.13
C 2.363016 -4.255721 0.634250 1.42 -2.43 0.07 -0.20
H -3.558223 2.305619 2.056871 -0.31 0.12 -0.17 0.07
H 5.317526 0.977768 -6.823763 -0.28 -0.35 -0.17 0.11
N -0.175522 0.963254 1.307162 -2.39 2.93 0.26 0.21
H 5.182095 -0.859925 -5.172857 0.54 0.04 -0.20 0.11
N 0.141536 4.375910 5.578769 3.92 1.79 3.51 0.21
H 1.644199 0.926673 4.627261 0.03 0.00 0.19 0.11
H 1.295180 4.964910 -1.186636 -0.35 -0.14 -0.03 0.06
H 6.301620 -8.296320 3.029928 -0.60 0.18 -0.30 0.09
O -7.187466 -8.239896 2.651044 -2.22 0.66 0.15 -0.16
H 5.025292 -5.056335 4.378331 -0.54 -0.69 0.23 0.12
C -2.862754 -1.495354 -0.236338 -0.16 -1.21 -2.15 -0.03
C -2.360192 -4.898743 0.960212 -1.42 -1.88 -1.23 -0.22
H -0.615402 2.416367 4.490785 -0.03 0.20 0.21 0.05
C 3.616239 -4.761356 2.610252 2.31 0.47 -0.16 -0.18
H -3.726184 1.263407 -0.865303 -0.07 0.81 0.65 0.10
H -0.738338 4.395392 -4.693112 0.34 0.20 -0.32 0.10
O 1.269395 -5.465373 -1.302498 1.13 0.00 0.12 -0.21
H 2.823023 5.698591 -1.019814 0.06 0.52 0.65 0.10
C -2.893313 7.964211 0.329125 -0.25 0.88 -0.86 -0.17
H 3.521423 -0.367556 -0.675204 0.09 0.07 -0.24 0.06
H 0.426895 1.857439 -1.825630 -0.57 0.07 -0.50 0.02
C -3.260645 -0.565841 -2.570612 0.84 -0.64 0.74 -0.20
H -1.163763 4.678628 1.996875 -0.31 -0.03 -0.12 0.09
H 4.180557 -5.416471 0.702426 -0.57 -0.30 -0.23 0.10
N -1.146915 3.250083 4.284601 -0.73 -1.97 -1.39 0.17
H 0.438186 3.516421 6.018506 -0.17 0.16 -0.13 0.10
H 3.244068 0.574194 -5.606528 -0.32 0.01 -0.10 0.09
O 5.230851 -6.487548 2.759100 0.37 -0.87 0.66 -0.21
H 1.081232 -1.315574 -2.567418 0.56 0.13 -0.05 0.00
C -2.174414 6.936162 1.176459 -0.74 -0.21 -1.13 -0.10
O 3.132767 -0.761279 -2.657371 -1.17 0.56 1.50 -0.25
H 0.231939 1.411846 0.499167 -0.62 0.17 0.00 0.06
H 1.321699 4.812406 1.886362 -0.62 -0.32 0.70 0.14
H -4.138526 -6.011070 2.427595 0.31 0.22 0.32 0.09
O -2.583656 -4.078085 2.083823 0.85 -0.22 0.55 -0.17
H 7.169324 -6.890728 3.524324 0.09 0.45 -0.17 0.08
C -5.948258 -7.661023 2.854963 1.23 0.68 -0.72 -0.25
H -0.415721 4.046295 0.502476 -0.30 0.21 -0.51 0.11
H -2.938056 7.587889 -2.184744 0.00 -0.06 -0.60 0.09
H -1.391921 7.425169 1.756697 0.47 -0.14 0.13 0.16
O -2.076777 8.602097 -0.676962 -0.06 -0.27 1.91 -0.17
H 0.394940 -1.377687 -1.219436 0.09 0.07 0.36 0.01
C 4.002542 -0.895815 -1.498347 -0.78 -0.63 -1.03 -0.04
C -2.001295 3.731684 -2.570594 0.25 -0.83 -0.51 -0.20
C -1.357743 -3.486119 2.498625 0.52 1.44 0.50 -0.12
C 4.382963 2.898088 -6.648753 -1.33 -0.34 -0.15 -0.24
H -0.970420 6.392824 -0.387265 -0.13 0.08 -1.05 0.12
H 3.380728 -3.745800 2.928494 -0.22 -0.05 0.46 0.10
H 4.050293 -1.952939 -1.236972 0.21 -0.12 0.14 0.08
H 2.873662 -5.465705 2.985189 -0.39 -0.09 -0.45 0.11
H -2.802976 3.807420 -3.305229 -0.13 0.10 -0.18 0.14
O -0.871235 3.079603 -3.151803 0.40 0.35 0.35 -0.23
H 2.092863 -1.026904 1.092039 0.19 0.32 -0.08 0.11
C -2.512231 2.979496 -1.370066 -0.84 -1.36 1.00 -0.21
H -1.666463 -5.704029 1.201742 0.51 0.25 0.00 0.12
H -1.680313 4.740298 -2.310245 -0.15 0.26 0.36 0.09

***

No. 3
21
Properties=species:S:1:pos:R:3:forces:R:3:nbo_charge:R:1 method="wB97M-V/def2-TZVPD" molar_mass_g_mol=126.22 e_lumo_ev=0.552 largest_force_ev_per_a=2.0 total_charge=0 orbital_gap_ev=9.230 relative_energy_kcal_mol=14.6 smiles=CCCSC.O.O
H 2.948389 -3.306823 -1.345060 -0.11 0.10 0.06 0.47
H 1.937642 1.170124 2.347900 -0.41 -0.04 -0.09 0.47
C -0.707089 -0.062438 0.220572 -0.40 -0.29 0.00 -0.52
H 1.584391 -2.612818 -1.154745 0.09 0.01 0.07 0.46
C 1.573817 0.363744 -1.212176 -0.30 2.00 0.26 -0.71
H -2.700942 0.907175 -1.486928 0.00 -0.18 -0.02 0.20
C -2.191414 0.218450 0.541295 0.78 0.75 -0.22 -0.40
H 2.776336 0.629910 3.458081 -0.06 -0.17 0.24 0.46
H -3.868435 1.358741 -0.229414 0.01 -0.13 -0.07 0.21
S 0.329584 1.357603 -0.270421 0.13 -0.45 -0.39 0.13
H -2.687198 -0.747720 0.465147 -0.20 0.03 0.38 0.21
H -2.333025 2.181837 -0.353220 0.03 -0.02 0.00 0.21
H -2.280142 0.651961 1.546308 -0.11 -0.39 -0.12 0.21
H 2.531109 0.862839 -1.071144 0.16 -0.34 0.28 0.22
H -0.172005 -0.471583 1.064859 -0.17 -0.37 0.42 0.22
H 1.540429 -0.621211 -0.794926 0.28 -0.49 -0.17 0.20
O 2.019861 -3.345026 -1.596360 0.02 -0.20 -0.15 -0.93
H -0.724747 -0.841387 -0.551788 0.34 0.41 -0.23 0.20
H 1.363027 0.489354 -2.267485 -0.25 -0.72 -0.14 0.22
C -2.808831 1.204541 -0.444937 -0.22 0.28 0.15 -0.61
O 1.869243 0.612728 3.134442 0.38 0.20 -0.25 -0.94